[1]
# C27H38N3O3ScSe2Si

C27H38N3O3ScSe2Si as an isolated structure (ωB97M-V with the def2-TZVPD basis set, the Open Molecules 2025 dataset).

ORCA input file:
```
! wB97M-V def2-TZVPD RIJCOSX def2/J DEFGRID3
* xyz 0 1
Sc 1.141 -0.572 0.765
N 2.326 1.470 1.244
C 3.726 1.363 0.829
C 3.739 0.910 -0.617
N 3.061 -0.390 -0.795
C 3.936 -1.572 -0.804
C 3.847 -2.306 0.518
N 2.435 -2.584 0.758
H 2.218 1.729 2.219
H 1.835 2.148 0.670
H 4.278 2.303 0.923
H 4.215 0.630 1.474
H 3.205 1.644 -1.226
H 4.766 0.864 -0.995
H 2.531 -0.346 -1.657
H 3.596 -2.236 -1.603
H 4.969 -1.300 -1.038
H 4.479 -3.199 0.502
H 4.194 -1.672 1.337
H 2.047 -3.271 0.121
H 2.252 -2.890 1.708
O -2.961 -1.501 3.144
C -1.683 -1.185 3.684
C -0.757 -2.398 3.775
C -1.357 -3.330 4.843
O -0.630 -4.544 5.029
C 0.628 -1.982 4.277
Se 1.630 -0.562 3.347
C -0.706 -3.198 2.457
Se -0.867 -2.256 0.740
H -2.828 -1.568 2.186
H -1.848 -0.782 4.688
H -1.202 -0.395 3.104
H -2.399 -3.540 4.586
H -1.342 -2.825 5.810
H -0.789 -5.098 4.258
H 1.261 -2.869 4.328
H 0.531 -1.624 5.303
H -1.563 -3.876 2.438
H 0.186 -3.829 2.452
O 0.300 0.567 -0.544
Si -0.843 1.214 -1.516
C -2.175 1.993 -0.479
C -3.037 2.965 -0.999
C -4.055 3.505 -0.228
C -4.233 3.079 1.083
C -3.393 2.114 1.618
C -2.372 1.583 0.840
C -0.019 2.520 -2.574
C 0.213 2.365 -3.941
C 0.893 3.334 -4.672
C 1.353 4.481 -4.045
C 1.125 4.664 -2.686
C 0.442 3.695 -1.966
C -1.528 -0.119 -2.626
C -0.724 -1.211 -2.964
C -1.184 -2.218 -3.801
C -2.468 -2.148 -4.321
C -3.287 -1.077 -3.993
C -2.821 -0.077 -3.151
H -2.907 3.320 -2.017
H -4.711 4.260 -0.644
H -5.029 3.500 1.684
H -3.536 1.762 2.631
H -1.738 0.813 1.268
H -0.141 1.474 -4.449
H 1.060 3.194 -5.733
H 1.880 5.238 -4.612
H 1.468 5.565 -2.194
H 0.248 3.867 -0.911
H 0.277 -1.294 -2.551
H -0.550 -3.063 -4.039
H -2.835 -2.933 -4.970
H -4.295 -1.028 -4.386
H -3.484 0.739 -2.888
*
```

Output
**HOMO level**: -7.685 eV
**E**: -7294.963835 hartree
**Energy relative to the best compared isomer or geometry (same formula, charge and spin)**: 0.0 kJ/mol
**LUMO**: 0.011 eV
**HOMO-LUMO gap**: 7.696 eV

***

[2]
# C27H38N4O4P2Ti

C27H38N4O4P2Ti as an isolated structure at a distorted geometry (ωB97M-V with the def2-TZVPD basis set, the Open Molecules 2025 dataset).

ORCA input file:
```
! wB97M-V def2-TZVPD RIJCOSX def2/J DEFGRID3
* xyz 0 3
Ti -1.049 0.614 -0.053
O -3.046 3.074 2.469
C -2.708 2.298 1.606
O -1.538 1.733 1.501
C -3.624 1.886 0.485
C -4.953 2.181 0.354
C -5.640 1.674 -0.751
C -4.968 0.889 -1.674
C -3.620 0.640 -1.472
N -2.970 1.140 -0.416
C -2.708 -0.200 -2.300
O -3.067 -0.850 -3.263
O -1.497 -0.161 -1.819
H -5.436 2.787 1.108
H -6.694 1.887 -0.875
H -5.457 0.456 -2.536
C 4.137 0.437 -1.184
C 2.700 -0.019 -0.919
C 2.698 -1.339 -0.142
C 1.998 -0.237 -2.267
P 1.619 1.236 -0.035
C 1.840 2.760 -1.007
C 0.775 3.144 -1.821
C 0.849 4.298 -2.593
C 1.988 5.085 -2.554
C 3.059 4.709 -1.751
C 2.989 3.554 -0.989
C 2.199 1.589 1.719
C 1.524 0.534 2.613
C 1.619 2.960 2.093
C 3.707 1.577 1.968
H 4.667 -0.355 -1.721
H 4.679 0.635 -0.262
H 4.162 1.334 -1.804
H 1.676 -1.641 0.105
H 3.273 -1.277 0.782
H 3.143 -2.122 -0.763
H 2.556 -0.970 -2.857
H 1.953 0.691 -2.844
H 0.974 -0.598 -2.143
H -0.125 2.540 -1.866
H 0.013 4.576 -3.221
H 2.046 5.987 -3.150
H 3.954 5.317 -1.721
H 3.837 3.274 -0.381
H 0.436 0.625 2.555
H 1.816 0.704 3.653
H 1.809 -0.484 2.349
H 0.548 2.997 1.891
H 2.115 3.769 1.554
H 1.760 3.130 3.164
H 4.149 0.598 1.777
H 3.890 1.819 3.019
H 4.236 2.318 1.370
C -2.280 -4.447 1.972
N -0.823 -4.339 1.917
C -0.352 -5.015 0.706
N -0.971 -4.524 -0.523
C -2.424 -4.627 -0.391
N -2.955 -3.936 0.784
C -2.796 -2.488 0.667
P -1.023 -1.950 0.522
C -0.384 -2.944 1.963
C -0.560 -3.152 -0.822
H -2.641 -3.911 2.852
H -2.536 -5.503 2.079
H -0.586 -6.077 0.802
H 0.731 -4.902 0.633
H -2.686 -5.683 -0.307
H -2.892 -4.221 -1.289
H -3.245 -2.002 1.534
H -3.329 -2.137 -0.220
H -0.731 -2.490 2.893
H 0.708 -2.915 1.975
H 0.519 -3.125 -0.986
H -1.039 -2.816 -1.744
*
```

Output
**HOMO level (spin up / spin down)**: -6.023 / -8.450 eV
**E**: -3103.923198 hartree
**Energy relative to the best compared isomer or geometry (same formula, charge and spin)**: 15.8 kJ/mol
**LUMO (spin up / spin down)**: -0.034 / -0.049 eV
**HOMO-LUMO gap (spin up / spin down)**: 5.989 / 8.401 eV

***

[3]
# C27H38N5O3P3ReS

C27H38N5O3P3ReS as an isolated structure (ωB97M-V with the def2-TZVPD basis set, the Open Molecules 2025 dataset).

ORCA input file:
```
! wB97M-V def2-TZVPD RIJCOSX def2/J DEFGRID3
* xyz 2 4
Re -0.155 0.075 -1.236
C -4.712 -3.872 -2.978
C -4.374 -4.149 -1.662
C -3.667 -3.220 -0.914
C -3.297 -2.009 -1.496
C -3.642 -1.727 -2.820
C -4.351 -2.661 -3.556
P -2.367 -0.783 -0.572
C -2.534 -1.079 1.192
C -1.811 -2.126 1.766
C -1.954 -2.404 3.115
C -2.801 -1.626 3.897
C -3.502 -0.570 3.332
C -3.374 -0.296 1.976
C -2.845 0.878 -1.065
C -4.049 1.559 -1.179
C -4.021 2.828 -1.743
C -2.828 3.382 -2.207
C -1.625 2.692 -2.118
C -1.646 1.433 -1.529
H -5.268 -4.598 -3.556
H -4.670 -5.087 -1.211
H -3.427 -3.435 0.119
H -3.371 -0.779 -3.270
H -4.627 -2.442 -4.578
H -1.151 -2.736 1.157
H -1.415 -3.232 3.557
H -2.920 -1.848 4.949
H -4.162 0.032 3.942
H -3.930 0.524 1.538
H -4.983 1.114 -0.860
H -4.940 3.388 -1.846
H -2.846 4.363 -2.663
H -0.713 3.116 -2.519
C 3.006 -0.208 3.459
N 1.693 0.167 2.927
C 0.600 0.167 3.914
P 1.423 0.990 1.567
O 0.248 0.470 0.764
O 2.769 0.694 0.696
P 2.825 0.320 -0.870
O 1.674 1.025 -1.566
N 4.218 0.748 -1.523
C 4.379 1.985 -2.309
C 5.457 0.120 -1.046
N 2.546 -1.304 -0.884
C 2.755 -2.190 0.271
C 2.847 -1.965 -2.176
N 1.224 2.565 1.851
C 0.539 3.456 0.909
C 2.076 3.258 2.825
H 3.294 0.450 4.281
H 3.767 -0.152 2.686
H 2.961 -1.230 3.835
H 0.749 0.949 4.662
H 0.582 -0.802 4.409
H -0.360 0.313 3.421
H 3.429 2.263 -2.758
H 5.095 1.785 -3.104
H 4.755 2.798 -1.687
H 5.240 -0.830 -0.558
H 5.977 0.767 -0.339
H 6.107 -0.074 -1.898
H 2.398 -1.729 1.187
H 3.805 -2.467 0.385
H 2.183 -3.101 0.100
H 2.684 -1.278 -3.004
H 2.179 -2.815 -2.300
H 3.881 -2.313 -2.197
H -0.216 2.910 0.351
H 1.243 3.926 0.219
H 0.037 4.236 1.481
H 2.531 2.550 3.514
H 1.463 3.953 3.398
H 2.867 3.815 2.320
S -0.298 -0.841 -3.400
C 0.424 0.492 -4.158
N 0.926 1.424 -4.617
*
```

Output
**HOMO level (spin up / spin down)**: -13.792 / -14.153 eV
**E**: -3051.352973 hartree
**Energy relative to the best compared isomer or geometry (same formula, charge and spin)**: 8.2 kJ/mol
**LUMO (spin up / spin down)**: -5.498 / -6.866 eV
**HOMO-LUMO gap (spin up / spin down)**: 8.294 / 7.287 eV